Here is 2 unconnected molecules or ions with the total composition C5H6N2O from the OMol25 dataset. Energies are from ωB97M-V/def2-TZVPD.

XYZ file:
```
14
Properties=species:S:1:pos:R:3:mulliken_charge:R:1
C 1.041 -0.503 -0.283 0.241
C -0.166 -1.193 -0.423 -0.485
C -1.316 -0.378 -0.070 0.923
C -1.171 1.102 -0.056 -0.399
C 0.050 1.730 -0.124 -0.430
H 2.324 -1.037 1.538 0.367
H -0.081 -2.369 -0.136 0.202
H -2.038 -2.044 -0.247 0.264
H -1.993 1.892 0.127 0.243
H 0.293 2.701 -0.289 0.469
H 1.937 1.281 -0.337 0.236
N -2.386 -1.013 0.199 -0.790
N 1.190 0.892 0.125 -0.206
O 2.316 -1.063 -0.025 -0.635
```

Computed properties:
Electronic energy (eV): -10303.660
Relative energy (zero: lowest compared OMol25 entry of this formula, charge and spin) (kJ/mol): 573.5